{"formula": "C49H51CsFIN4O4S", "method": "ωB97M-V/def2-TZVPD", "e_tot_ev": -87992.5853, "de_lowest_ev": 0.479, "spin_multiplicity": 1, "homo_lumo_gap_ev": 5.4, "total_charge": -2, "species": ["Cs", "C", "C", "N", "C", "C", "C", "O", "C", "C", "N", "C", "C", "C", "C", "C", "C", "I", "C", "O", "H", "H", "H", "H", "H", "H", "H", "H", "H", "H", "H", "H", "C", "C", "C", "C", "C", "C", "C", "C", "C", "C", "C", "C", "N", "C", "C", "C", "C", "C", "C", "F", "H", "H", "H", "H", "H", "H", "H", "H", "H", "H", "H", "H", "H", "H", "H", "H", "H", "H", "H", "H", "H", "C", "O", "C", "C", "O", "C", "H", "H", "H", "H", "H", "H", "H", "H", "H", "H", "S", "C", "C", "C", "C", "C", "C", "N", "C", "C", "C", "C", "C", "C", "C", "H", "H", "H", "H", "H", "H", "H", "H"], "positions_angstrom": [[0.749999, -0.506547, 0.928552], [-0.729401, -5.385147, 1.658152], [-0.876001, -4.670147, 2.966252], [-1.286701, -5.381847, 3.983052], [-1.398901, -4.789047, 5.179952], [-1.022501, -3.492147, 5.421352], [-1.204601, -2.897547, 6.793652], [-1.992801, -1.720347, 6.785752], [-0.532801, -2.693747, 4.354252], [0.139499, -1.472647, 4.622452], [0.387399, -0.506447, 3.801252], [1.305399, 0.442853, 4.134252], [2.579099, 0.105853, 4.623552], [3.515399, 1.071553, 4.926352], [3.218699, 2.415553, 4.762452], [1.972399, 2.776253, 4.271452], [1.041399, 1.806053, 3.967252], [-0.882801, 2.384853, 3.328152], [-0.550401, -3.255447, 3.020552], [-0.262901, -2.617247, 1.985952], [-0.816301, -6.455547, 1.824552], [0.238899, -5.152447, 1.218852], [-1.494901, -5.069047, 0.950752], [-1.780601, -5.421347, 5.974852], [-0.220701, -2.676747, 7.249652], [-1.725401, -3.605947, 7.447252], [-1.766501, -1.247547, 5.974652], [0.526199, -1.369447, 5.648652], [2.821999, -0.939847, 4.737752], [4.486499, 0.777153, 5.302152], [3.938599, 3.179953, 5.025852], [1.720199, 3.818953, 4.139652], [-2.964001, 4.732353, -0.478448], [-3.765301, 3.453353, -0.735648], [-3.437801, 2.402753, 0.325252], [-3.572701, 2.858053, -2.117448], [-4.689601, 2.747353, -2.925448], [-4.640201, 2.126953, -4.161148], [-3.440301, 1.580953, -4.579648], [-2.291401, 1.670053, -3.815448], [-1.025801, 1.060453, -4.386248], [-0.084101, 2.158553, -4.890448], [-0.315801, 0.135553, -3.401348], [-2.324501, 2.345053, -2.567048], [-1.240201, 2.363753, -1.755648], [-0.357201, 3.317353, -1.619548], [-0.302701, 4.509653, -2.410348], [0.630299, 5.490553, -2.191248], [1.574599, 5.379153, -1.176248], [1.574299, 4.228253, -0.393448], [0.660299, 3.238153, -0.629448], [0.712199, 2.112153, 0.181952], [-3.340101, 5.231453, 0.415152], [-3.039201, 5.420853, -1.319048], [-1.917201, 4.502053, -0.321948], [-4.829701, 3.722853, -0.646748], [-2.444901, 2.007153, 0.137852], [-4.142201, 1.576953, 0.275752], [-3.464201, 2.833553, 1.325752], [-5.633301, 3.158053, -2.578948], [-5.525401, 2.060753, -4.782448], [-3.391501, 1.075953, -5.539048], [-1.320801, 0.458853, -5.260648], [0.224299, 2.800453, -4.071848], [-0.593101, 2.769353, -5.636848], [0.808299, 1.724653, -5.341448], [-0.044501, 0.688953, -2.509248], [0.586899, -0.277547, -3.851048], [-0.970801, -0.680947, -3.109348], [-1.054501, 4.628353, -3.180548], [0.622399, 6.377753, -2.817848], [2.285599, 6.170753, -0.986448], [2.295399, 4.093453, 0.402952], [-0.278301, -3.378047, -1.575548], [-1.385201, -2.519147, -1.647548], [-2.352901, -2.756047, -0.653548], [-3.224001, -1.501247, -0.497748], [-2.853201, -0.703747, 0.594952], [-3.259001, -1.194747, 1.842952], [-0.563001, -4.407047, -1.835148], [0.173399, -3.375647, -0.581148], [0.446999, -3.008347, -2.296448], [-1.862501, -2.958947, 0.303252], [-2.968201, -3.630947, -0.929448], [-4.289601, -1.779547, -0.422548], [-3.075601, -0.872947, -1.380048], [-4.355801, -1.179947, 1.936652], [-2.824301, -0.534447, 2.588752], [-2.909101, -2.213647, 2.034152], [5.018499, -1.702647, -3.015448], [4.556999, -0.083447, -3.449048], [5.024699, 0.711653, -4.478848], [4.496899, 1.982053, -4.625448], [3.523999, 2.451753, -3.749348], [3.056999, 1.669453, -2.714148], [3.569199, 0.385153, -2.550248], [3.222499, -0.493947, -1.580048], [3.846799, -1.611647, -1.632648], [3.721899, -2.701947, -0.716048], [4.256399, -3.958747, -1.043948], [4.203399, -4.983147, -0.126748], [3.594999, -4.764847, 1.107452], [3.027199, -3.536247, 1.384952], [3.083999, -2.426847, 0.524352], [5.794899, 0.351353, -5.144448], [4.849799, 2.618053, -5.428048], [3.121299, 3.444153, -3.885148], [2.300499, 2.030853, -2.038348], [4.697499, -4.127047, -2.024748], [4.623899, -5.955447, -0.363248], [3.558799, -5.567447, 1.842552], [2.520099, -3.423547, 2.338952]], "atomic_forces_ev_per_a": [[0.26, 0.70, -1.32], [0.07, 0.16, 0.00], [-0.12, -0.59, -0.16], [0.17, -0.02, -0.48], [-0.07, 0.39, 0.71], [-0.13, -0.18, 0.11], [0.38, -0.24, 0.19], [-0.10, 0.26, -0.11], [-0.32, -0.93, -0.62], [0.50, 1.02, 0.15], [-0.81, -1.27, 0.21], [0.84, 0.75, 0.73], [-0.24, -0.13, -0.11], [0.16, 0.18, 0.15], [-0.02, 0.01, 0.00], [0.13, 0.18, 0.08], [-0.66, 0.02, -0.23], [0.27, -0.08, 0.03], [-0.09, 0.26, 0.71], [-0.40, -0.98, 0.34], [-0.03, -0.04, 0.02], [0.09, 0.04, -0.15], [-0.03, 0.03, -0.13], [-0.07, 0.13, 0.11], [-0.19, -0.08, -0.05], [0.17, 0.01, -0.13], [-0.20, 0.09, 0.11], [0.00, 0.00, 0.02], [0.02, -0.14, -0.06], [0.03, -0.05, -0.01], [0.03, -0.01, -0.09], [-0.03, 0.03, -0.02], [-0.17, -0.11, -0.05], [0.15, 0.11, 0.15], [-0.17, 0.10, -0.08], [-0.02, 0.07, 0.03], [-0.24, 0.04, -0.18], [-0.16, -0.01, -0.12], [-0.22, 0.03, -0.16], [0.09, -0.01, -0.12], [0.23, 0.08, 0.08], [-0.14, -0.20, -0.05], [-0.02, -0.05, -0.21], [-0.48, 0.05, -0.36], [0.40, -0.55, 0.82], [-0.10, 0.17, -0.32], [-0.07, -0.15, 0.08], [0.19, 0.30, 0.05], [0.17, 0.28, -0.04], [0.01, -0.14, 0.08], [0.11, -0.06, 0.37], [-0.12, 1.04, -0.65], [-0.05, 0.06, 0.11], [0.02, 0.10, -0.05], [0.11, 0.08, 0.06], [0.14, -0.11, -0.09], [0.12, -0.09, 0.08], [-0.07, -0.13, 0.06], [-0.09, 0.08, 0.18], [0.00, 0.00, 0.07], [-0.03, -0.02, 0.00], [0.03, -0.04, -0.02], [-0.04, 0.10, 0.15], [0.10, 0.07, 0.03], [0.01, 0.13, -0.07], [0.11, -0.05, -0.04], [0.09, -0.08, 0.09], [0.12, -0.09, -0.09], [0.00, -0.12, 0.09], [-0.03, -0.02, -0.04], [-0.01, 0.01, 0.01], [0.08, 0.01, -0.02], [0.02, -0.05, 0.04], [0.12, -0.16, -0.08], [-0.15, 0.39, 0.03], [-0.35, 0.11, 0.11], [0.02, -0.33, -0.28], [0.30, 0.16, 0.06], [-0.13, -0.07, 0.08], [0.05, -0.05, 0.01], [0.05, -0.01, 0.10], [0.10, -0.06, -0.04], [0.01, -0.07, 0.01], [0.06, 0.06, 0.02], [0.11, 0.07, 0.01], [-0.13, -0.08, -0.03], [0.01, 0.02, -0.03], [0.02, 0.01, 0.14], [0.04, 0.00, -0.01], [-0.35, 0.28, 0.33], [-0.16, -0.10, 0.22], [0.09, 0.02, -0.11], [0.15, 0.04, -0.14], [-0.08, 0.14, -0.03], [-0.02, -0.16, 0.04], [0.74, 0.21, -0.96], [-0.70, -0.21, 0.85], [0.54, 0.69, -1.18], [-0.22, -1.00, 1.26], [-0.07, 0.32, -0.20], [0.14, -0.41, 0.04], [0.01, -0.25, 0.03], [0.10, 0.11, -0.02], [0.21, -0.05, -0.25], [0.06, -0.04, -0.13], [0.01, 0.01, -0.01], [-0.08, 0.12, 0.03], [-0.12, 0.06, 0.09], [0.03, -0.08, 0.04], [0.00, 0.02, -0.02], [-0.01, 0.00, -0.06], [-0.08, -0.03, 0.19]]}

{"formula": "C49H53AgGe3N4O2S", "method": "ωB97M-V/def2-TZVPD", "e_tot_ev": -246109.2013, "de_lowest_ev": 3.161, "spin_multiplicity": 1, "homo_lumo_gap_ev": 5.1, "total_charge": -2, "species": ["Ag", "C", "C", "Ge", "C", "C", "C", "C", "Ge", "C", "C", "C", "C", "C", "C", "C", "C", "C", "C", "H", "H", "H", "H", "H", "H", "H", "H", "H", "H", "H", "H", "H", "H", "H", "H", "H", "H", "H", "H", "H", "H", "H", "H", "H", "H", "N", "C", "C", "C", "C", "C", "C", "N", "C", "C", "C", "S", "C", "N", "H", "H", "H", "H", "H", "H", "H", "O", "C", "C", "C", "C", "O", "N", "H", "H", "H", "H", "C", "Ge", "C", "C", "C", "C", "C", "C", "C", "C", "C", "C", "C", "C", "C", "C", "C", "C", "C", "C", "H", "H", "H", "H", "H", "H", "H", "H", "H", "H", "H", "H", "H", "H", "H", "H"], "positions_angstrom": [[-0.160838, -0.587097, 0.354390], [-0.161479, -4.959863, -1.466296], [0.153499, -3.701940, -0.677314], [2.714997, -0.742108, -1.065744], [4.218656, -2.171916, -1.229123], [3.889914, -3.562003, -1.776414], [1.668758, -1.372579, -2.727196], [0.691137, -0.634279, -3.291535], [-0.006753, 0.676062, -1.841685], [1.239924, 2.170704, -2.402882], [0.819104, 2.804687, -3.732008], [-3.608934, 0.692820, -2.920229], [-4.587075, 0.506556, -4.074672], [0.284856, -0.811207, -4.697503], [-1.024170, -0.528425, -5.105041], [-1.426951, -0.651946, -6.423960], [-0.525486, -1.072175, -7.391978], [0.779859, -1.361042, -7.013602], [1.179980, -1.226222, -5.694292], [-1.058641, -4.800601, -2.066985], [-0.335537, -5.785885, -0.773752], [0.667508, -5.222911, -2.127527], [-0.735601, -3.394645, -0.127874], [0.448303, -2.898094, -1.355381], [4.634598, -2.266409, -0.219794], [5.014166, -1.714764, -1.832930], [3.022240, -3.982406, -1.265804], [4.727575, -4.261854, -1.651171], [3.666805, -3.524656, -2.845946], [2.121163, -2.146872, -3.357422], [2.231681, 1.727439, -2.499401], [1.299111, 2.930609, -1.621644], [0.648974, 2.038624, -4.494504], [1.580120, 3.494766, -4.113320], [-0.110052, 3.366764, -3.609519], [-4.152235, 0.843022, -1.983227], [-2.989407, -0.200060, -2.785816], [-4.044385, 0.360590, -5.013472], [-5.215056, 1.393415, -4.174891], [-5.229749, -0.359933, -3.913346], [-1.723001, -0.207544, -4.344305], [-2.446980, -0.408966, -6.701541], [-0.831876, -1.165403, -8.427312], [1.494488, -1.688228, -7.761372], [2.209895, -1.425761, -5.426998], [-1.876096, 3.468221, 1.274879], [-1.082706, 3.069967, 2.331300], [-1.160041, 3.343402, 3.735601], [-0.202736, 2.824151, 4.526610], [0.856399, 1.916216, 4.040208], [1.001590, 1.700015, 2.524581], [-0.036820, 2.386711, 1.758497], [-0.167551, 2.381417, 0.407744], [-1.310047, 2.963047, 0.133615], [-1.986777, 2.920005, -1.161060], [-2.997583, 3.778470, -1.455238], [-3.650468, 3.477701, -3.064614], [-2.667584, 1.889248, -3.126189], [-1.662678, 1.978500, -2.106690], [-2.812932, 3.823931, 1.340512], [-1.931273, 3.995500, 4.129917], [-0.158690, 3.108813, 5.572677], [1.767697, 1.961515, 4.626007], [1.977945, 1.628500, 2.056987], [-3.386115, 4.590026, -0.862811], [-2.217012, 1.837338, -4.123192], [1.217560, -4.008502, 0.211385], [1.451316, -3.138655, 1.291067], [2.657885, -3.747547, 2.038090], [3.327235, -2.530437, 2.648849], [2.893620, -1.403526, 1.706990], [3.449339, -0.301158, 1.734336], [1.887399, -1.800248, 0.896442], [3.300284, -4.218965, 1.292463], [2.355503, -4.502538, 2.764765], [4.415560, -2.579680, 2.679072], [2.968035, -2.317969, 3.660090], [0.590003, 0.557364, 3.417775], [-1.061251, -0.551982, 3.338923], [-1.127388, -1.036580, 5.293129], [-1.228481, -0.033628, 6.258294], [-1.219739, -0.333984, 7.613468], [-1.093936, -1.652214, 8.032458], [-0.987627, -2.663055, 7.087402], [-1.013367, -2.353431, 5.732963], [-0.880678, -2.029839, 2.074208], [0.238827, -3.064842, 2.325265], [-0.339200, -4.445391, 2.509866], [-1.539178, -4.799523, 2.019552], [-2.455316, -3.834247, 1.477880], [-2.153127, -2.511423, 1.631364], [-2.806743, 0.345770, 2.992640], [-3.749242, 0.541844, 4.000988], [-4.998418, 1.082979, 3.724592], [-5.337177, 1.428457, 2.423753], [-4.422006, 1.214168, 1.401266], [-3.176374, 0.675188, 1.687577], [1.420684, -0.122385, 3.594842], [-1.312098, 1.000141, 5.939793], [-1.309068, 0.459695, 8.347688], [-1.077282, -1.888997, 9.090406], [-0.886096, -3.693776, 7.408156], [-0.948448, -3.149507, 4.994694], [0.765535, -2.773386, 3.246769], [0.278748, -5.184055, 3.012021], [-1.862227, -5.834065, 2.103814], [-3.419889, -4.148363, 1.097707], [-2.937868, -1.781779, 1.461798], [-3.509313, 0.262068, 5.020086], [-5.713071, 1.226830, 4.527877], [-6.312066, 1.850051, 2.205960], [-4.674018, 1.479665, 0.379897], [-2.474764, 0.499599, 0.874776]], "atomic_forces_ev_per_a": [[-0.08, -0.20, -0.28], [0.11, 0.10, 0.12], [-0.16, -0.10, -0.04], [0.38, -0.44, 0.04], [-0.26, 0.00, 0.05], [0.05, 0.08, 0.03], [-0.24, 0.21, -0.13], [-0.24, -0.09, 0.26], [0.28, 0.55, 0.24], [-0.09, -0.07, -0.07], [-0.04, -0.06, 0.16], [0.00, 0.05, -0.03], [0.17, 0.01, 0.10], [-0.13, 0.00, -0.30], [0.12, -0.02, 0.20], [-0.05, 0.00, -0.05], [0.00, -0.01, 0.00], [-0.02, -0.03, -0.07], [0.00, 0.04, 0.07], [0.01, -0.02, -0.04], [-0.05, -0.01, -0.02], [-0.01, -0.02, 0.00], [0.03, 0.00, -0.02], [-0.01, 0.07, 0.02], [-0.01, 0.09, 0.01], [-0.04, 0.10, 0.01], [0.01, -0.04, -0.03], [-0.02, -0.02, -0.02], [-0.03, -0.03, 0.01], [0.04, 0.01, -0.01], [-0.02, -0.03, 0.03], [-0.05, -0.09, 0.04], [0.02, 0.05, -0.08], [0.00, -0.01, -0.03], [0.00, -0.01, -0.07], [0.06, 0.01, 0.03], [-0.05, 0.00, 0.06], [-0.05, -0.01, -0.01], [-0.04, -0.02, -0.06], [-0.01, 0.00, -0.02], [0.03, -0.05, -0.14], [0.00, -0.03, 0.02], [0.00, 0.00, 0.01], [0.02, 0.03, 0.02], [0.00, 0.01, 0.05], [-0.12, -0.03, 0.02], [0.23, -0.13, -0.31], [0.04, 0.03, 0.21], [-0.14, 0.10, -0.04], [0.06, -0.03, 0.17], [0.07, -0.04, -0.08], [-0.24, 0.24, 0.24], [0.02, -0.25, -0.31], [0.18, 0.01, 0.32], [-0.35, 0.22, -0.31], [-0.09, -0.12, -0.04], [0.21, -0.09, -0.08], [-0.41, 0.00, -0.14], [0.55, -0.21, 0.39], [-0.07, -0.09, -0.01], [0.02, -0.01, 0.04], [-0.06, 0.00, 0.00], [0.04, -0.01, -0.06], [0.03, -0.04, 0.11], [0.13, 0.00, 0.08], [-0.03, -0.01, 0.02], [0.04, 0.03, -0.04], [0.10, -0.22, 0.25], [-0.06, 0.06, 0.00], [-0.05, -0.13, -0.14], [0.14, 0.25, 0.39], [-0.16, -0.20, 0.05], [0.35, 0.20, -0.38], [0.01, 0.01, -0.01], [-0.02, -0.03, -0.04], [0.01, 0.06, 0.03], [0.02, 0.05, 0.00], [-0.33, -0.06, -0.24], [0.07, 0.17, 0.14], [-0.05, -0.12, -0.34], [0.07, 0.01, -0.02], [-0.01, 0.02, 0.05], [0.00, -0.03, 0.00], [-0.01, 0.02, 0.07], [-0.02, -0.09, -0.18], [-0.01, 0.43, 0.38], [0.04, 0.11, -0.32], [0.03, -0.03, 0.14], [0.11, 0.00, 0.11], [-0.20, 0.06, -0.10], [-0.05, -0.12, 0.07], [0.21, -0.14, -0.02], [0.11, 0.02, 0.05], [-0.06, 0.03, 0.01], [0.00, 0.00, 0.01], [-0.05, 0.06, -0.03], [0.06, 0.07, -0.02], [0.03, 0.04, -0.01], [-0.01, -0.01, 0.04], [0.01, 0.01, -0.01], [0.00, 0.00, 0.00], [-0.01, -0.01, -0.02], [0.00, -0.02, 0.03], [0.00, -0.03, 0.01], [-0.03, -0.05, -0.04], [0.01, 0.00, 0.03], [-0.01, 0.02, 0.04], [0.02, -0.05, -0.13], [-0.02, 0.01, 0.00], [0.01, 0.00, 0.00], [0.00, 0.00, 0.00], [0.03, -0.01, 0.00], [-0.01, 0.06, -0.05]]}